Entry 1:
Molecular formula: C22H14N3O8S2V
Method: DFT, the ωB97M-V functional and the def2-TZVPD basis

Geometry as XYZ:
```
50
Properties=species:S:1:pos:R:3:forces:R:3:lowdin_charge:R:1
V -0.21985 -0.02104 0.06118 -1.2 -0.1 0.4 1.17
O 4.51865 -3.94339 -2.85554 0.3 0.0 -0.2 0.01
C 3.90528 -3.10242 -3.51336 -1.0 -0.1 0.3 -0.67
O 3.89870 -2.67268 -4.66723 0.4 -0.1 -0.1 0.01
C 2.76683 -2.40685 -2.63624 0.4 0.1 -0.1 -0.01
C 2.66864 -2.69321 -1.27409 0.0 -0.3 0.0 0.10
C 1.81861 -1.94796 -0.50363 -0.2 0.3 0.1 -0.15
N 1.06570 -0.97795 -1.05374 0.4 -0.5 -0.5 0.01
C 1.18079 -0.65621 -2.35487 -0.1 0.2 0.3 -0.15
C 2.01495 -1.36308 -3.17770 0.0 -0.1 -0.2 0.10
C 0.56855 0.65817 -2.59840 0.2 -0.2 0.4 -0.17
C 0.31827 1.21775 -3.82561 0.1 0.2 -0.2 0.05
C -0.14905 2.52200 -3.87079 0.0 0.0 -0.1 0.02
C -0.29329 3.24119 -2.69102 0.0 0.1 -0.2 0.00
C -0.07664 2.60456 -1.49433 0.2 -0.4 0.1 -0.07
N 0.31738 1.31147 -1.42903 0.0 0.7 -0.8 0.01
C 1.79177 -1.82977 0.96147 -0.1 0.4 -0.3 -0.17
C 2.26378 -2.75772 1.85444 0.2 -0.1 0.2 0.05
C 2.27041 -2.43000 3.20099 0.1 0.0 0.0 0.02
C 1.85876 -1.16524 3.60251 0.1 -0.1 0.1 0.00
C 1.34662 -0.30470 2.66420 0.0 0.0 -0.5 -0.07
N 1.27387 -0.63157 1.35303 0.5 -0.4 0.8 0.01
H 3.32788 -3.44880 -0.85897 0.0 0.1 -0.1 0.14
H 2.17615 -1.09890 -4.21774 0.1 -0.1 0.1 0.14
H 0.49318 0.64013 -4.72278 0.0 0.0 0.0 0.14
H -0.38731 2.98093 -4.82153 0.0 0.0 0.0 0.13
H -0.60761 4.27532 -2.69417 0.0 0.0 0.0 0.13
H -0.22700 3.11969 -0.55857 -0.1 0.0 0.1 0.13
H 2.62149 -3.71251 1.49506 0.0 0.0 0.0 0.14
H 2.60671 -3.15178 3.93383 0.0 0.0 0.0 0.13
H 1.89665 -0.86079 4.63879 0.0 0.0 0.0 0.13
H 0.97209 0.66602 2.94955 -0.1 0.0 0.0 0.13
O -1.69266 -2.32753 2.81048 0.0 0.0 0.1 -0.19
S -1.73022 -1.48139 1.67732 0.0 -0.2 0.5 0.62
O -0.91811 -1.93917 0.50639 0.0 0.4 0.1 -0.30
O -1.17276 -0.09693 1.88481 0.1 -0.2 -0.2 -0.34
C -3.40571 -1.24332 1.18744 -0.1 0.2 -0.1 -0.22
C -4.37088 -1.77623 2.02031 0.1 0.0 -0.1 -0.01
C -5.71450 -1.52222 1.76150 -0.1 0.0 0.0 -0.02
C -6.08586 -0.74091 0.68564 -0.1 0.0 0.0 -0.02
C -5.12189 -0.19467 -0.15694 0.1 -0.1 0.0 -0.01
C -3.78534 -0.44441 0.08898 0.1 -0.1 0.2 -0.22
S -2.62936 0.39595 -0.93887 -0.3 0.3 -0.3 0.62
O -3.32579 1.09155 -1.95508 -0.1 0.0 0.0 -0.19
O -1.58964 -0.56753 -1.41754 0.1 0.2 0.3 -0.30
O -1.81258 1.25899 -0.00933 0.1 -0.2 -0.3 -0.35
H -4.06449 -2.37996 2.86310 0.0 0.0 0.0 0.13
H -6.46878 -1.93538 2.41768 0.0 0.0 0.0 0.13
H -7.13228 -0.54202 0.49567 0.0 0.0 0.0 0.13
H -5.39609 0.42434 -1.00006 0.0 0.0 0.0 0.13
```
Forces are in eV/Å.

Charge: +1
2S+1: 2
HOMO level (spin up / spin down), Ha: -0.386 / -0.386
Orbital gap (spin up / spin down), hartree: 0.147 / 0.167
Max |F|, eV/Å: 1.3
E_tot, eV: -91243.322


Entry 2:
Molecular formula: C22H21FeIN2O7Si
Method: DFT, the ωB97M-V functional and the def2-TZVPD basis

Geometry as XYZ:
```
55
Properties=species:S:1:pos:R:3:forces:R:3:lowdin_charge:R:1
Fe -0.28067 -0.10255 0.04666 -0.3 0.1 -0.8 0.62
C -1.33371 3.74908 -2.14050 0.0 0.0 -0.1 -0.01
C 0.05853 3.25102 -2.36370 0.0 -0.1 0.2 -0.25
N 0.76753 3.72172 -3.34752 0.3 0.0 -0.2 0.12
C 2.03066 3.24716 -3.55230 -0.3 0.1 -0.1 -0.10
C 2.61467 2.29864 -2.77301 0.0 -0.1 0.1 -0.18
C 4.01861 1.85326 -3.05524 0.0 0.0 0.0 -0.21
O 4.97372 2.41381 -2.13901 0.0 -0.1 0.0 -0.07
C 1.86827 1.77822 -1.67498 0.5 -0.4 0.1 -0.08
C 2.48756 0.86482 -0.75678 0.2 0.4 -0.3 -0.04
N 1.89689 0.28855 0.23468 0.1 -0.5 0.5 0.00
C 2.66256 -0.43165 1.19484 -0.3 0.3 -0.4 -0.33
C 3.94760 -0.92100 0.98020 0.2 -0.2 0.0 -0.02
C 4.62698 -1.60452 1.97564 0.0 0.0 -0.1 -0.08
C 4.03836 -1.81192 3.21516 0.0 0.0 0.0 -0.09
C 2.76085 -1.33344 3.45170 0.1 0.0 -0.1 -0.16
C 2.09404 -0.65480 2.44345 0.0 -0.1 0.3 -0.63
I 0.16658 0.01725 2.82901 -0.2 0.1 0.4 1.15
C 0.56325 2.23792 -1.45763 -0.4 0.2 0.3 -0.30
O -0.18060 1.83513 -0.49325 0.1 0.4 -0.2 -0.12
H -1.61803 4.40046 -2.96378 0.0 0.0 0.0 0.08
H -2.03217 2.91443 -2.06380 0.0 0.0 0.0 0.08
H -1.40107 4.29570 -1.19666 0.0 0.0 0.0 0.09
H 2.56659 3.65962 -4.39964 -0.1 0.0 0.0 0.11
H 4.09845 0.76425 -3.00717 0.0 0.0 0.0 0.12
H 4.30020 2.15435 -4.06437 0.0 0.1 0.0 0.11
H 4.48301 2.92698 -1.49034 0.0 0.1 0.0 0.08
H 3.56081 0.72303 -0.89068 0.0 0.1 0.0 0.11
H 4.42282 -0.78853 0.01708 0.0 0.0 0.0 0.11
H 5.62011 -1.98464 1.77419 0.0 0.0 0.0 0.10
H 4.56314 -2.35393 3.99111 0.0 0.0 0.0 0.10
H 2.27960 -1.49371 4.40670 0.0 0.0 0.0 0.09
O -4.71295 -0.05977 -4.09920 0.0 0.0 -0.1 0.12
C -3.82060 -0.08677 -3.29369 0.1 0.0 0.1 -0.25
C -3.96655 -0.00384 -1.77434 0.0 0.0 -0.1 -0.30
O -5.00546 0.14484 -1.16387 0.0 0.0 0.0 0.09
C -2.61028 -0.13731 -1.26313 -0.2 0.0 0.4 -0.30
C -1.67427 -0.26395 -2.28449 0.3 0.0 -0.3 -0.31
O -0.42017 -0.39606 -2.03150 -0.1 0.0 0.0 -0.11
C -2.32723 -0.22810 -3.59928 -0.1 0.1 0.0 -0.28
O -1.82162 -0.28293 -4.69795 0.0 0.0 0.0 0.10
O -2.23039 -0.16045 -0.01568 -0.2 0.1 0.2 -0.15
C 0.28240 -3.30074 -1.81056 0.0 0.0 -0.2 -0.22
Si -0.15252 -2.61435 -0.12415 0.5 -0.3 0.3 0.51
C 1.05483 -3.50152 1.04860 0.1 -0.1 0.1 -0.24
C -1.83496 -3.28956 0.35393 -0.2 0.0 0.0 -0.22
H 0.42582 -4.38482 -1.73630 0.0 0.0 0.0 0.02
H 1.20151 -2.84844 -2.19183 0.0 -0.1 0.0 0.02
H -0.49887 -3.09545 -2.54539 0.0 0.0 0.0 0.03
H 0.95223 -4.58125 0.87973 0.0 0.0 0.0 0.02
H 0.83929 -3.30927 2.10416 0.0 0.0 -0.1 0.01
H 2.10009 -3.23444 0.86419 -0.1 0.0 0.0 0.01
H -1.78914 -4.38528 0.36783 -0.1 0.0 0.0 0.03
H -2.60616 -2.97374 -0.35194 0.0 0.0 0.0 0.02
H -2.13824 -2.94049 1.34428 0.0 0.0 0.0 0.02
```
Forces are in eV/Å.

Charge: -1
2S+1: 6
HOMO level (spin up / spin down), Ha: -0.151 / -0.174
Orbital gap (spin up / spin down), hartree: 0.212 / 0.232
Relative energy (zero: lowest compared OMol25 entry of this formula, charge and spin), eV: 1.791
Max |F|, eV/Å: 0.8
E_tot, eV: -90834.940


Entry 3:
Molecular formula: C45H62N2O28
Method: DFT, the ωB97M-V functional and the def2-TZVPD basis

Geometry as XYZ:
```
137
Properties=species:S:1:pos:R:3:forces:R:3:lowdin_charge:R:1
C -1.42849 -2.08498 0.41710 0.7 0.4 -1.0 -0.11
C -2.14770 -0.86318 -0.46206 0.2 -0.1 0.3 -0.13
C -1.59709 -1.02863 -1.99828 6.5 1.0 -0.9 -0.24
O -0.25717 -0.88504 -2.19061 -8.6 -0.9 1.0 -0.03
O -2.40987 -1.27291 -3.20031 0.9 -1.1 2.8 -0.12
C -2.86215 -2.67058 -3.29258 -1.1 -1.9 -0.6 -0.17
C -4.43962 -2.79467 -3.83421 -0.1 0.5 1.5 -0.12
C -5.35590 -2.13019 -2.60294 -1.8 2.2 1.4 -0.08
C -5.48502 -0.48036 -2.63817 -2.2 -1.9 3.5 0.07
C -6.32836 0.24765 -1.43495 -0.4 -3.6 0.6 -0.02
C -7.04865 -0.63845 -0.25829 1.9 -0.6 -2.5 -0.02
C -6.95856 -2.27421 -0.19306 1.9 3.0 -3.2 0.06
C -6.09154 -3.00313 -1.42342 -0.3 2.9 0.2 -0.15
N -6.00870 -4.52060 -1.38630 1.3 2.4 0.3 0.00
C -7.75140 0.47701 0.71632 -1.3 -1.8 3.7 -0.22
O -8.26958 0.26147 1.95240 3.3 1.7 -8.2 -0.04
N -7.68039 1.84971 0.01474 3.2 -1.9 0.3 0.10
C -6.64510 1.81944 -1.09240 3.0 0.5 -3.2 -0.26
O -5.98516 2.78593 -1.73569 -4.6 -5.1 4.4 -0.03
H -1.97195 -2.30202 1.43068 1.0 0.4 -2.1 0.08
H -1.37795 -3.01628 -0.30399 -0.2 1.5 1.8 0.07
H -0.30322 -1.74365 0.61340 -2.6 -0.8 -0.4 0.08
H -1.71306 0.14089 0.01057 -1.1 -2.2 -1.6 0.11
H -3.31247 -0.84545 -0.35042 2.2 -0.3 -0.6 0.11
H -2.20358 -3.27141 -4.08205 -1.1 1.4 1.8 0.14
H -2.86099 -3.24194 -2.24883 0.3 1.4 -2.1 0.13
H -4.71393 -3.93764 -4.00486 0.7 2.5 0.4 0.12
H -4.60172 -2.22643 -4.85007 0.3 -1.1 2.2 0.11
H -4.99302 0.16073 -3.48455 -1.0 -1.5 1.9 0.11
H -7.47241 -2.85965 0.68127 1.2 1.2 -2.1 0.10
H -5.61361 -4.91877 -2.26957 -0.4 0.8 1.1 0.06
H -5.33967 -4.75365 -0.60218 -1.1 0.2 -1.2 0.09
H -7.16693 2.42538 0.74052 -1.4 0.1 -0.5 0.06
C 2.19806 3.58134 -1.95576 -0.3 -0.3 -0.2 -0.02
C 2.05457 2.86910 -0.62616 0.7 0.9 -1.1 -0.33
C 2.85533 1.60608 -0.52516 1.0 0.0 -0.2 -0.10
O 2.12693 0.86235 0.43493 -1.4 0.0 0.4 0.06
C 0.82720 1.28456 0.34343 -1.3 -0.7 0.4 -0.48
O -0.11493 0.73740 0.88794 2.1 1.2 -0.7 0.09
O 0.73009 2.39719 -0.44503 -0.5 -1.3 1.1 0.10
H 1.44002 4.36597 -2.05326 0.3 -0.1 0.1 0.09
H 3.18928 4.03422 -2.05321 -0.4 -0.3 0.0 0.08
H 2.04604 2.89353 -2.79414 0.0 -0.1 0.2 0.10
H 2.27957 3.55857 0.19645 0.0 -0.3 -0.1 0.14
H 3.87813 1.78403 -0.18173 -0.2 -0.1 0.1 0.13
H 2.88513 1.02991 -1.45660 -0.1 0.2 0.0 0.15
C 5.74796 -2.03372 1.30135 0.1 0.0 -0.5 -0.01
C 6.59237 -0.80293 1.56178 -0.4 -1.6 0.0 -0.34
C 6.20680 -0.05412 2.80164 0.0 -0.4 0.8 -0.11
O 6.64341 1.26080 2.50867 0.1 0.6 -1.0 0.06
C 6.60476 1.38421 1.14514 0.2 1.8 -1.1 -0.51
O 6.73665 2.43552 0.54445 -0.4 -2.1 1.2 0.12
O 6.39251 0.17117 0.55138 0.2 1.5 0.2 0.08
H 5.92729 -2.41372 0.28980 0.2 0.1 0.2 0.10
H 5.97598 -2.82542 2.02131 0.1 0.3 -0.4 0.07
H 4.67921 -1.80373 1.36426 0.3 0.1 0.0 0.09
H 7.65610 -1.06969 1.56368 -0.1 0.1 0.1 0.16
H 6.70638 -0.43727 3.69569 0.0 0.2 -0.1 0.14
H 5.12597 -0.02641 2.97909 0.0 -0.2 -0.1 0.14
C 2.13053 -4.02445 6.11381 0.0 -0.3 0.2 -0.02
C 3.30743 -3.44815 5.35322 -1.3 0.1 0.9 -0.34
C 2.97678 -3.02531 3.95375 -0.7 0.7 -0.1 -0.10
O 4.23015 -3.12855 3.30271 0.6 -0.9 0.7 0.00
C 4.93598 -4.08933 3.97699 1.6 -1.0 -0.5 -0.50
O 5.98376 -4.57415 3.58893 -2.1 1.0 0.7 0.13
O 4.30340 -4.43398 5.13894 1.0 0.0 -1.1 0.09
H 2.47048 -4.50654 7.03674 0.0 0.3 -0.1 0.08
H 1.40802 -3.24346 6.36906 0.2 0.0 0.0 0.10
H 1.61752 -4.79505 5.52893 0.1 0.1 -0.1 0.09
H 3.76272 -2.63159 5.92650 -0.1 0.0 -0.1 0.16
H 2.59809 -2.00073 3.90336 0.2 -0.1 -0.1 0.15
H 2.27054 -3.69370 3.44885 0.0 0.0 0.2 0.15
C 4.06781 -4.15781 10.73568 -0.2 -0.3 -0.2 -0.02
C 4.22999 -2.80829 10.06622 0.5 -1.2 0.8 -0.35
C 3.96216 -1.64530 10.97305 0.5 0.2 0.8 -0.11
O 3.57121 -0.63478 10.06119 -0.5 -0.2 -1.1 0.07
C 3.02794 -1.27969 8.98188 -1.2 1.2 -1.6 -0.50
O 2.41902 -0.72670 8.08361 1.3 -1.2 1.8 0.13
O 3.25601 -2.62582 9.05240 -0.4 1.1 -0.4 0.07
H 4.06395 -4.95798 9.98769 0.2 0.1 0.1 0.09
H 4.87871 -4.34309 11.44647 -0.1 0.1 -0.1 0.09
H 3.11458 -4.22481 11.27043 0.1 0.1 -0.1 0.09
H 5.21869 -2.73719 9.59706 -0.1 0.1 0.1 0.16
H 4.84889 -1.33781 11.53418 -0.2 0.1 -0.2 0.15
H 3.13646 -1.81571 11.67278 0.1 -0.2 -0.1 0.14
C -8.56250 7.58735 1.58171 -0.4 -0.2 0.0 -0.02
C -7.42445 6.69570 2.03502 -0.8 1.3 -0.1 -0.35
C -6.21732 6.75508 1.14849 0.5 0.8 -0.2 -0.11
O -5.61645 5.49218 1.37104 -0.7 -1.3 0.4 0.08
C -6.63033 4.63973 1.71933 0.2 -1.2 0.0 -0.45
O -6.51472 3.43029 1.80517 0.2 2.5 0.3 0.12
O -7.78851 5.32816 1.95110 1.1 -1.2 -0.2 0.10
H -9.47903 7.34713 2.13130 0.2 0.1 0.0 0.09
H -8.32159 8.64262 1.74140 0.0 -0.2 0.0 0.09
H -8.78614 7.43850 0.52015 0.1 0.0 0.1 0.09
H -7.17087 6.91094 3.08004 0.1 0.0 -0.1 0.16
H -5.53352 7.56263 1.42419 0.0 -0.3 0.0 0.14
H -6.45916 6.83825 0.08311 -0.1 0.0 0.1 0.15
C 3.69565 8.68428 1.40805 0.3 0.3 -0.2 -0.02
C 2.89316 7.76206 0.51294 0.3 0.9 1.1 -0.35
C 2.98370 6.31562 0.89536 -0.3 -0.3 0.9 -0.10
O 2.72556 5.66129 -0.33374 0.3 0.8 -0.8 0.00
C 3.13188 6.52061 -1.31985 0.4 -0.4 -2.4 -0.49
O 3.23155 6.22159 -2.49634 -0.1 1.0 2.6 0.13
O 3.41560 7.75487 -0.80492 -0.2 -1.0 -0.7 0.10
H 3.76671 9.68273 0.96330 -0.2 -0.1 0.1 0.09
H 3.23477 8.77030 2.39664 0.0 0.0 -0.2 0.09
H 4.72202 8.32368 1.53306 -0.2 -0.1 0.0 0.09
H 1.85209 8.10249 0.45833 0.0 -0.1 0.0 0.16
H 2.24161 6.03310 1.64717 0.0 -0.1 -0.2 0.15
H 3.97837 6.01523 1.24297 0.0 0.2 0.0 0.15
C -2.43583 0.47456 -7.39472 -0.4 0.1 0.2 -0.01
C -1.95778 -0.95282 -7.22221 0.4 1.5 -0.2 -0.34
C -1.55675 -1.61729 -8.50451 0.7 0.7 -0.7 -0.12
O -1.75816 -2.98788 -8.21058 -0.9 -0.6 0.9 0.07
C -2.74105 -3.03669 -7.25797 -0.8 -1.6 0.3 -0.51
O -3.30232 -4.05619 -6.89868 1.1 1.9 -0.6 0.12
O -3.01040 -1.78812 -6.77054 -0.2 -1.5 -0.2 0.06
H -2.91073 0.83280 -6.47498 0.2 0.0 -0.1 0.09
H -1.60358 1.13954 -7.64428 -0.1 -0.2 0.1 0.09
H -3.18960 0.54900 -8.18552 0.1 -0.1 0.0 0.09
H -1.15487 -0.99338 -6.47630 0.0 -0.1 -0.1 0.17
H -0.51228 -1.42746 -8.76673 -0.5 -0.2 0.1 0.11
H -2.19400 -1.35036 -9.35487 -0.1 0.1 0.2 0.14
C 2.77304 -6.27832 -7.68438 -0.1 -0.1 -0.4 -0.02
C 2.81076 -4.81117 -7.30790 0.4 -1.4 0.0 -0.35
C 1.99414 -4.47457 -6.09692 0.2 -0.4 0.9 -0.11
O 1.68469 -3.10932 -6.31096 -0.1 0.6 -1.2 0.07
C 1.68871 -2.92203 -7.66774 -0.7 1.5 -0.8 -0.48
O 1.28561 -1.91725 -8.22577 1.2 -2.0 1.2 0.12
O 2.19969 -4.01563 -8.30962 -0.6 1.3 0.3 0.09
H 3.20235 -6.42880 -8.68078 0.1 0.0 0.2 0.09
H 3.33258 -6.88266 -6.96409 0.0 0.1 -0.1 0.09
H 1.74460 -6.65192 -7.72713 0.1 0.1 0.1 0.09
H 3.84966 -4.47625 -7.20211 -0.1 0.0 0.1 0.16
H 2.55227 -4.60313 -5.16542 -0.1 0.2 -0.1 0.15
H 1.05456 -5.03440 -6.03196 0.1 -0.1 -0.1 0.14
```
Forces are in eV/Å.

Charge: 0
2S+1: 1
HOMO level, Ha: -0.302
Orbital gap, hartree: 0.281
SMILES: CCC(=O)OCCc1cc2c(cc1N)C(=O)NC2=O.C[C@@H]1COC(=O)O1.C[C@@H]1COC(=O)O1.C[C@@H]1COC(=O)O1.C[C@@H]1COC(=O)O1.C[C@@H]1COC(=O)O1.C[C@@H]1COC(=O)O1.C[C@@H]1COC(=O)O1.C[C@@H]1COC(=O)O1
Max |F|, eV/Å: 9.0
E_tot, eV: -107969.891


Entry 4:
Molecular formula: C4H15NO3
Method: DFT, the ωB97M-V functional and the def2-TZVPD basis

Geometry as XYZ:
```
23
Properties=species:S:1:pos:R:3:forces:R:3:lowdin_charge:R:1
N -1.09816 1.67806 -0.06165 -1.0 -1.0 -0.2 0.01
C -1.20990 0.69186 -1.20909 2.6 1.4 -2.3 -0.27
C -1.32695 -0.78180 -0.91045 2.4 -0.2 1.6 -0.20
C -0.35595 -1.14642 0.24772 0.1 2.2 0.1 -0.18
C 1.11113 -1.20326 -0.24799 0.2 0.7 -1.0 -0.31
O 1.52764 -2.49113 -0.46297 -1.2 -4.7 1.2 -0.11
H -1.07336 1.24940 0.85904 1.1 -0.8 -0.1 0.02
H -2.00769 2.02009 0.12033 -1.5 1.4 -0.6 0.04
H -1.99237 0.87219 -2.00731 0.6 0.7 1.3 0.12
H -0.21633 0.96781 -1.71092 -1.3 -1.0 0.0 0.10
H -1.05487 -1.55457 -1.65487 -0.7 1.0 -0.5 0.13
H -2.32289 -0.80581 -0.59378 -1.7 -1.2 0.6 0.08
H -0.71129 -2.01070 0.75154 0.2 -1.6 0.1 0.10
H -0.45793 -0.43079 1.07874 0.2 -0.2 -0.6 0.06
H 1.95363 -0.86716 0.40485 -1.3 1.3 -0.2 0.12
H 1.18868 -0.83259 -1.34156 -0.2 0.6 1.9 0.13
H 1.00440 -3.06691 0.19039 1.4 1.0 -1.5 0.13
O 2.21921 1.67619 -0.61950 -0.1 3.5 2.1 -0.07
H 2.21955 0.87981 -1.08424 -1.0 -1.8 -0.8 -0.04
H 1.36649 2.05636 -0.25490 1.0 -1.5 -1.2 0.05
O 0.14965 0.84647 2.58871 0.8 0.7 1.4 -0.08
H 1.04956 1.17633 2.37669 -0.7 -0.3 0.0 0.07
H 0.03773 1.07657 3.54123 0.1 -0.3 -1.1 0.07
```
Forces are in eV/Å.

Charge: 0
2S+1: 1
HOMO level, Ha: -0.360
Orbital gap, hartree: 0.375
SMILES: NCCCCO.O.O
Relative energy (zero: lowest compared OMol25 entry of this formula, charge and spin), eV: 2.546
Max |F|, eV/Å: 5.0
E_tot, eV: -12021.672